(1)
Computed, not measured: 13 unconnected molecules or ions with the total composition C19H66N24O13 in a non-equilibrium geometry, with the ωB97M-V functional and the def2-TZVPD basis.

XYZ file:
```
122
Properties=species:S:1:pos:R:3:forces:R:3
C -11.964733 -1.125467 -21.198413 -2.0 0.5 -3.0
O -10.912804 -1.339506 -20.671710 2.3 -0.9 1.8
N -12.735229 -0.094943 -20.957235 -1.0 3.5 2.8
N -12.511448 -1.762211 -22.237462 0.1 -2.0 -1.4
H -12.407453 0.482053 -20.195829 -0.1 0.6 0.0
H -13.454554 0.271814 -21.563994 0.3 -0.3 0.3
H -13.320128 -1.341062 -22.671951 0.4 -0.7 0.0
H -12.076624 -2.607410 -22.579024 -0.2 0.0 -0.3
C -9.372700 -5.428513 -14.616032 0.2 1.2 0.8
O -10.602212 -5.425012 -14.634208 -0.8 -0.4 -0.6
N -8.562758 -5.462161 -15.666935 0.3 -0.8 -0.6
N -8.741996 -5.238760 -13.435071 0.9 -0.4 1.3
H -7.573820 -5.332143 -15.508208 -0.3 0.1 -0.4
H -8.994955 -5.139190 -16.520746 0.2 0.0 -0.5
H -7.732927 -5.265765 -13.468997 -0.2 0.3 0.3
H -9.155015 -4.552422 -12.819879 -0.1 -0.2 0.3
C -11.012319 -7.608138 -18.103864 0.0 0.6 -2.2
O -10.656711 -6.897447 -19.028053 0.8 0.1 -0.8
N -11.285342 -8.882782 -18.200196 -0.3 -3.7 -1.8
N -11.272322 -7.182747 -16.934988 -0.8 2.5 4.9
H -11.851162 -9.342873 -17.501443 0.3 -0.1 -0.5
H -11.234210 -9.242695 -19.142510 -0.2 -0.3 0.3
H -11.622865 -7.832899 -16.246127 0.4 0.6 0.2
H -11.082953 -6.218036 -16.703554 0.1 -0.1 0.3
C -11.766376 2.682912 -17.853137 0.9 -0.3 -4.4
O -11.466907 1.937960 -18.766519 1.1 -0.7 -1.3
N -12.345884 2.288131 -16.810637 -2.7 -3.2 5.8
N -11.751564 3.986086 -17.837852 0.7 4.2 -0.6
H -12.317046 1.290920 -16.653026 -0.4 0.0 0.6
H -12.416204 2.973889 -16.072478 -0.1 -1.2 0.6
H -11.270729 4.571541 -18.505797 -0.3 -0.2 0.2
H -12.300815 4.330662 -17.063465 0.6 1.2 -0.8
C -7.198901 -1.288843 -17.950731 -1.2 -2.0 -2.2
O -6.718360 -2.230668 -18.522089 1.2 -1.4 -0.6
N -8.487557 -1.009369 -17.949421 -3.0 0.6 0.3
N -6.537312 -0.374170 -17.350438 3.8 4.2 3.2
H -9.176644 -1.515164 -18.487404 0.9 0.2 0.4
H -8.762086 -0.223476 -17.377494 -0.6 -0.3 -0.5
H -5.528046 -0.343192 -17.327962 -0.3 -0.4 -0.1
H -6.998212 0.404282 -16.901334 0.3 -0.2 -0.2
C -7.125847 -5.454157 -19.743646 -0.5 -2.8 -0.4
O -6.058202 -5.185548 -20.151012 4.7 1.2 -2.5
N -7.812054 -6.551397 -20.056276 -1.2 -2.8 -1.3
N -7.698685 -4.836548 -18.790610 -2.5 2.8 4.2
H -7.492442 -7.195798 -20.765287 -0.1 0.5 0.1
H -8.737998 -6.683519 -19.675148 0.1 -0.2 -0.5
H -8.623667 -5.131246 -18.511924 0.4 0.7 0.0
H -7.236057 -4.036268 -18.383651 -0.5 0.2 -0.3
C -14.314585 -0.951373 -16.276295 -0.9 0.5 -1.4
O -13.129562 -0.720396 -16.435851 1.4 1.0 0.2
N -15.330086 -0.188076 -16.746012 0.4 1.6 -0.5
N -14.783320 -2.025540 -15.734165 -1.4 -3.0 1.8
H -15.032124 0.595171 -17.309795 -0.6 0.0 0.1
H -16.288945 -0.462018 -16.585878 0.3 0.5 -0.4
H -15.785662 -2.144736 -15.699464 0.4 -0.2 0.1
H -14.229845 -2.770429 -15.335530 0.2 -0.1 0.4
C -10.291541 -4.630078 -21.512821 -0.7 -3.8 -0.3
O -10.118395 -5.727423 -22.038506 0.3 -0.4 0.2
N -10.753253 -4.453467 -20.280651 -0.4 0.4 1.3
N -10.217668 -3.539123 -22.209236 0.5 3.4 -2.6
H -10.909434 -3.496047 -19.999480 0.2 -0.6 0.4
H -10.670362 -5.231161 -19.641582 -0.2 0.3 0.2
H -10.198179 -2.660939 -21.710727 0.4 0.2 -0.4
H -9.872945 -3.638741 -23.153351 0.1 0.2 0.3
C -10.746692 -3.098460 -17.197781 -0.1 -2.6 0.5
O -9.974603 -3.986773 -17.490786 2.1 -1.4 -1.3
N -11.398259 -3.219535 -16.088830 -2.3 0.8 3.8
N -11.154065 -2.175142 -17.993405 -0.7 3.8 -3.0
H -11.273626 -4.044199 -15.519175 0.3 0.0 0.2
H -12.092488 -2.540264 -15.811805 0.2 -0.1 -0.1
H -10.675840 -1.986650 -18.862808 -0.4 -0.2 0.0
H -11.595258 -1.347368 -17.618926 -0.3 -0.2 0.0
C -12.087426 1.656973 -13.241583 1.9 -0.4 -0.7
O -11.424298 2.548896 -12.773346 1.1 0.6 0.7
N -11.674324 0.503994 -13.787405 2.0 -0.8 0.0
N -13.365620 1.727931 -13.432639 -4.5 1.4 0.1
H -12.391117 -0.094159 -14.172779 1.1 -0.4 -0.3
H -10.675215 0.360150 -13.821845 -0.4 -0.5 -0.3
H -13.802071 2.490561 -12.934633 -0.6 -0.4 -0.2
H -13.841571 0.897220 -13.754349 -0.6 0.7 0.4
C -14.104360 -5.092751 -13.800107 0.5 3.1 -1.8
O -13.697573 -3.935272 -13.983655 -0.6 0.0 0.5
N -15.265405 -5.400469 -13.248416 -1.8 -0.6 1.5
N -13.488594 -6.095520 -14.361908 0.8 -2.5 -0.4
H -15.908152 -4.689327 -12.930217 0.4 -0.3 0.1
H -15.503009 -6.381176 -13.205268 -0.5 0.5 0.2
H -13.889443 -7.000343 -14.160112 0.7 -0.1 -0.7
H -12.806899 -5.907937 -15.083157 0.2 -0.3 0.5
C -11.519273 -2.481407 -12.681523 -1.2 -1.2 -0.6
C -10.965510 -2.130574 -11.385347 -1.1 3.2 1.8
C -11.864827 -2.487504 -10.191528 -0.1 0.4 -0.4
O -13.063361 -1.609370 -10.183310 0.9 -0.9 0.0
C -14.042007 -2.098445 -9.291274 -0.5 -1.5 0.3
N -9.590285 -2.469959 -11.353119 1.4 -1.1 -0.4
H -12.354277 -1.788585 -12.785801 -0.5 -0.9 -0.4
H -11.759114 -3.538172 -12.563948 -0.6 0.0 -0.9
H -10.875113 -2.386353 -13.555663 0.3 0.2 0.2
H -11.022300 -1.042156 -11.399905 -0.1 0.7 0.5
H -11.308419 -2.346229 -9.264954 0.0 0.2 0.2
H -12.077102 -3.554888 -10.252712 -0.7 -0.1 0.0
H -13.598131 -2.495214 -8.378237 0.1 0.2 0.2
H -14.621213 -2.926011 -9.700853 0.5 -0.7 -0.6
H -14.916296 -1.510598 -9.011705 0.8 1.5 -0.2
H -9.327271 -1.823355 -12.083081 1.4 -0.3 0.0
H -9.051679 -2.257103 -10.525662 -0.3 0.3 0.3
C -13.987867 -5.216965 -17.789163 1.5 1.0 1.0
C -14.671844 -5.182583 -19.143124 1.6 -2.3 2.0
C -14.223897 -4.106274 -20.065217 -1.5 0.5 -1.0
O -15.189432 -4.150383 -21.159227 -1.0 1.7 0.5
C -15.827096 -2.862321 -21.364341 1.6 -0.3 -0.8
N -14.394711 -6.510071 -19.700848 -0.9 -0.9 -0.7
H -14.039532 -4.317462 -17.175707 -0.4 0.4 -0.1
H -12.913767 -5.374805 -17.886581 0.2 0.0 -0.3
H -14.324927 -6.025058 -17.139948 -0.4 -0.2 -0.3
H -15.704541 -5.163796 -18.794865 -0.5 0.5 -1.3
H -13.241476 -4.163127 -20.533966 0.2 -0.6 0.5
H -14.255427 -3.167742 -19.511812 -0.2 0.4 -0.1
H -16.178502 -2.322777 -20.484846 -0.2 -0.5 0.4
H -16.592073 -2.870422 -22.140758 -0.2 -0.7 0.3
H -15.045019 -2.240944 -21.800634 0.1 0.5 0.1
H -13.419932 -6.767865 -19.759547 0.6 0.8 -0.3
H -14.715499 -7.212022 -19.049333 -0.6 -0.1 0.1
```
Forces are in eV/Å.

Values from the calculation:
strongest force on any atom = 7.08 eV Å⁻¹
net charge = 0
frontier orbital gap = 0.267 Eh
E_LUMO = -0.010 Ha
HOMO = -7.54 eV
spin multiplicity = 1

Mulliken atomic charge list, values in e, 99 entries: 0.71 -0.86 -0.39 -0.36 0.16 0.17 0.19 0.24 0.58 -0.58 -0.09 -0.58 0.27 -0.06 0.18 0.24 0.58 -0.76 -0.50 0.25 0.13 0.31 0.25 -0.69 0.54 -0.66 -0.13 -0.37 -0.07 0.22 0.23 0.14 0.57 -0.78 -0.12 -0.38 -0.35 0.12 0.28 0.10 0.46 -0.74 -0.21 0.12 0.19 0.04 -0.35 0.28 0.47 0.09 -0.48 -0.01 0.26 0.13 0.21 -0.49 0.54 -0.75 1.46 -0.24 -0.23 -0.61 0.23 0.19 -0.22 0.32 1.47 1.10 -0.82 -0.57 -0.19 -0.44 0.57 -0.72 0.17 -0.27 -0.48 0.13 0.23 0.15 0.69 -0.72 -0.47 -0.10 0.25 0.11 0.20 0.00 -0.98 0.39 -1.03 -0.30 -0.82 -0.61 0.10 0.26 0.53 0.20 0.49

***

(2)
Computed, not measured: 2 unconnected molecules or ions with the total composition C4H11IOSi in a non-equilibrium geometry, with the ωB97M-V functional and the def2-TZVPD basis.

XYZ file:
```
18
Properties=species:S:1:pos:R:3:forces:R:3
C -1.308436 1.170076 -0.215073 1.4 -3.6 -0.3
C 1.218114 0.637439 1.574267 -3.0 -1.5 -0.1
C 1.031218 0.061928 -1.476946 1.5 -0.9 0.1
C -2.420940 -3.176757 -1.061999 -0.2 3.2 -0.8
O -0.404035 -1.572859 0.465902 -2.3 -5.4 0.7
Si 0.058743 -0.187505 0.143342 2.1 6.9 -1.0
I -3.913992 -1.773503 -1.092766 1.1 -1.6 0.2
H -1.076779 1.339450 -1.232123 -0.6 0.2 -1.2
H -2.115241 0.505991 0.011064 -1.4 0.4 -0.1
H -1.175126 2.020825 0.325195 -0.2 2.3 1.8
H 2.192421 0.421261 1.283217 2.0 0.2 -0.4
H 0.947870 1.672736 1.813670 0.4 -0.3 -0.3
H 1.000657 -0.010183 2.435402 0.1 0.3 0.1
H 0.727963 -0.485323 -2.364673 -0.7 -0.2 -0.1
H 1.037268 1.135038 -1.784296 0.6 -0.7 0.5
H 2.049044 -0.428551 -1.303260 -0.8 1.3 -0.2
H -1.703455 -3.291628 -0.307496 0.3 -0.4 2.6
H -1.863953 -3.294863 -1.960651 -0.4 -0.5 -1.4
```
Forces are in eV/Å.

Values from the calculation:
strongest force on any atom = 7.32 eV Å⁻¹
net charge = 0
frontier orbital gap (spin up / spin down) = 0.143 / 0.143 Eh
E_LUMO (spin up / spin down) = -0.147 / -0.147 Ha
HOMO (spin up / spin down) = -7.90 / -7.89 eV
spin multiplicity = 1

The Mulliken scheme yields these atomic charges, measured in e: -0.94 -1.11 -1.06 -0.45 -0.61 0.65 0.43 0.32 -0.05 0.40 0.32 0.29 0.27 0.32 0.27 0.27 0.38 0.31

***

(3)
Computed, not measured: 2 unconnected molecules or ions with the total composition C2H7N2O in a non-equilibrium geometry, with the ωB97M-V functional and the def2-TZVPD basis.

XYZ file:
```
12
Properties=species:S:1:pos:R:3:forces:R:3
C -1.895119 0.875557 -0.589810 0.1 1.2 1.8
O -0.608864 0.757322 -1.081905 3.3 -1.4 -1.0
H -2.736011 0.524729 -1.299033 1.5 0.1 1.4
H -1.833878 0.566181 0.482439 -1.1 -0.9 -0.8
H -1.942413 1.950708 -0.386528 -1.2 0.3 -0.5
N 2.187662 -0.749573 -0.121598 0.3 -1.5 1.7
C 1.181715 -0.241433 0.660032 0.8 -6.9 3.3
N 0.810100 -1.120996 1.627562 1.7 3.6 -4.7
H 2.075312 -0.491598 -1.036995 0.3 0.8 -2.8
H 2.386479 -1.812648 -0.012568 -0.5 2.7 0.0
H 0.174872 0.401812 -0.445613 -3.1 1.1 -1.1
H 0.200147 -0.660061 2.204017 -2.1 1.0 2.7
```
Forces are in eV/Å.

Values from the calculation:
strongest force on any atom = 7.70 eV Å⁻¹
net charge = 0
frontier orbital gap (spin up / spin down) = 0.395 / 0.271 Eh
E_LUMO (spin up / spin down) = 0.037 / -0.085 Ha
HOMO (spin up / spin down) = -9.76 / -9.71 eV
spin multiplicity = 2

The Mulliken scheme yields these atomic charges, measured in e: -0.49 -0.54 0.20 0.19 0.26 -0.46 0.24 -0.51 0.27 0.28 0.32 0.25

***

(4)
Computed, not measured: a molecular structure, C16H30F3NOP2Zr in a non-equilibrium geometry, with the ωB97M-V functional and the def2-TZVPD basis.

XYZ file:
```
54
Properties=species:S:1:pos:R:3:forces:R:3
Zr 0.083721 0.020086 0.217218 0.5 2.8 -2.5
P 2.793259 0.032134 -0.071053 -1.6 -2.7 0.6
P -2.674833 0.334738 0.393527 1.0 -0.1 0.0
N -0.254236 0.580962 -1.617214 0.1 -1.6 2.5
H 1.316437 1.278258 -0.182006 -0.1 0.8 0.3
C 3.326557 -1.558214 -0.847784 1.0 0.0 -0.5
H 4.427121 -1.625407 -0.808800 -0.2 -0.2 -0.1
H 3.032248 -1.568996 -1.907063 0.0 0.0 0.3
H 2.910974 -2.452290 -0.356165 0.0 0.5 0.0
C 3.772191 -0.135033 1.454355 0.6 0.5 0.3
H 4.832006 -0.128917 1.165576 -0.1 0.0 0.2
H 3.560043 -1.069698 1.996009 -0.1 0.3 -0.4
H 3.594434 0.705495 2.133611 0.0 -0.1 -0.1
C 3.619083 1.244284 -1.094725 0.4 0.2 -0.3
H 4.698495 1.046753 -1.164621 -0.3 0.1 0.0
H 3.434630 2.250034 -0.703864 0.0 -0.2 -0.1
H 3.178469 1.163986 -2.096298 0.0 0.2 0.2
C -3.646425 -0.963944 -0.432119 -0.1 0.0 0.0
H -4.705233 -0.716034 -0.276045 0.1 -0.3 -0.2
H -3.413860 -1.943626 0.003163 -0.1 0.2 -0.1
H -3.406171 -0.982420 -1.502088 -0.1 0.0 0.3
C -3.435452 0.367467 2.034336 -0.5 0.2 0.2
H -4.512440 0.528428 1.887833 0.1 -0.1 0.4
H -3.007176 1.182766 2.632076 -0.1 -0.2 -0.2
H -3.265613 -0.585698 2.553283 -0.1 0.2 -0.1
C -3.297211 1.835675 -0.402475 -0.2 0.2 0.0
H -4.393305 1.804899 -0.353904 0.1 0.2 -0.1
H -2.958422 1.868164 -1.445449 -0.1 0.0 0.2
H -2.915667 2.723556 0.117730 -0.1 -0.2 -0.1
C -0.132495 1.458432 -2.616008 0.5 1.2 -1.2
C 0.012964 1.936342 -5.012517 0.1 0.2 1.1
C -0.010958 1.001577 -3.972272 -0.3 1.4 0.7
C -0.048201 2.882360 -2.351132 -0.3 -1.8 -0.1
C -0.018627 3.765058 -3.404232 0.1 0.8 0.2
C 0.004595 3.316846 -4.718775 -0.1 -0.6 -0.8
H 0.044708 1.567608 -6.027962 0.1 0.2 -0.2
H 0.035896 -0.065428 -4.116736 -0.1 -0.1 -0.2
H -0.014299 3.175079 -1.299868 -0.1 0.1 -0.3
H -0.011026 4.845890 -3.177662 0.1 -0.6 -0.3
H 0.010362 4.027879 -5.539846 0.0 0.0 0.1
C -0.424388 -3.055351 1.615646 1.9 4.0 -1.7
O -0.487839 -2.037621 0.847482 0.0 -3.2 1.5
C 0.605651 -4.097107 1.267699 -0.2 -0.6 -0.9
H 1.329335 -4.267100 2.073119 -0.5 0.0 0.2
H 1.209171 -3.773858 0.387146 -0.8 -0.1 0.6
H 0.103117 -5.054131 1.000751 0.4 0.4 0.3
C -1.071627 -2.867545 2.933578 -0.6 -0.2 0.7
H -2.109586 -3.260909 2.855328 0.6 0.0 0.4
H -1.159384 -1.784359 3.184417 0.2 -0.8 -0.5
H -0.472659 -3.351455 3.722845 -0.6 -0.1 -0.3
F 0.050573 1.082990 3.134471 0.0 -0.1 0.6
C 0.270877 1.765718 1.933944 -1.0 -0.8 -0.6
F -0.797144 2.666557 1.906631 0.5 0.1 0.1
F 1.375261 2.514720 2.184312 -0.1 0.1 0.0
```
Forces are in eV/Å.

Values from the calculation:
strongest force on any atom = 4.74 eV Å⁻¹
net charge = 0
frontier orbital gap = 0.192 Eh
E_LUMO = -0.033 Ha
HOMO = -6.12 eV
spin multiplicity = 1

The Mulliken scheme yields these atomic charges, measured in e: 0.41 1.47 1.20 -0.61 -0.11 -1.22 0.44 0.31 0.18 -1.35 0.43 0.34 0.32 -1.32 0.42 0.37 0.33 -1.25 0.43 0.27 0.32 -1.28 0.43 0.31 0.29 -1.23 0.43 0.30 0.29 0.09 -0.46 -0.55 0.02 -0.59 -0.37 0.37 0.39 0.30 0.32 0.35 0.73 -0.71 -1.07 0.39 0.14 0.33 -0.89 0.30 0.19 0.36 -0.30 0.30 -0.32 -0.22

***

(5)
Computed, not measured: 2 unconnected molecules or ions with the total composition C2H7OPS in a non-equilibrium geometry, with the ωB97M-V functional and the def2-TZVPD basis.

XYZ file:
```
12
Properties=species:S:1:pos:R:3:forces:R:3
C -0.705509 -0.976460 1.028100 0.3 0.5 0.1
C -0.456940 1.663959 1.586232 0.7 -0.5 -0.5
O -0.267675 -1.316525 -0.195457 0.6 0.0 -0.4
P -0.313445 -0.501551 -1.705497 0.8 -1.2 -0.1
S 0.196156 1.789237 0.013400 2.7 0.3 0.8
H -1.762569 -0.787278 1.086830 -0.2 0.1 0.5
H 0.032434 -0.657206 1.807446 -0.9 -0.9 -0.9
H 0.119684 1.211992 2.363281 0.0 0.3 0.4
H -1.430933 2.029694 1.714257 -1.1 0.3 0.3
H 1.116333 -0.386408 -1.815891 -0.4 0.5 -0.1
H -0.130401 -1.699630 -2.522921 -0.5 0.2 0.7
H 1.564844 1.512211 0.422129 -2.0 0.5 -0.8
```
Forces are in eV/Å.

Values from the calculation:
strongest force on any atom = 2.82 eV Å⁻¹
net charge = 0
frontier orbital gap (spin up / spin down) = 0.277 / 0.289 Eh
E_LUMO (spin up / spin down) = 0.010 / 0.020 Ha
HOMO (spin up / spin down) = -7.27 / -7.32 eV
spin multiplicity = 1

The Mulliken scheme yields these atomic charges, measured in e: -0.45 -0.93 -0.27 0.01 -0.19 0.36 0.33 0.51 0.36 0.04 0.04 0.19

***

Look up the spin multiplicity of the fourth one. 1

***

Among the records above, which one has the highest strongest force on any atom? C2H7N2O